Computed, not measured: C50H28BrI5IrN4 as an isolated structure at a distorted geometry, with ωB97M-V with the def2-TZVPD basis set.

```
89
Properties=species:S:1:pos:R:3:forces:R:3
Ir 17.5973 17.6820 11.0199 1.608 0.645 -1.192
I 14.8019 26.5503 7.8404 0.024 -0.810 0.591
C 15.0635 24.6267 8.6845 3.018 -1.269 2.120
C 15.9638 24.4041 9.9242 -2.963 6.839 -2.775
C 16.2117 23.2306 10.3802 1.491 -5.125 3.602
C 15.6758 22.1062 9.7099 0.159 0.016 -2.187
C 14.9940 22.1739 8.4921 0.560 4.046 2.318
C 14.7046 23.4909 7.9935 -1.521 0.598 -0.678
C 16.2257 20.7916 9.9415 1.654 -2.445 1.110
C 17.6297 20.6184 9.6771 0.807 -0.186 1.965
C 18.5542 21.4983 9.0303 -1.766 0.299 -2.582
C 19.6892 20.7718 8.7438 -0.830 2.919 -1.010
C 19.6025 19.6383 9.5072 -0.196 -2.786 1.064
C 20.4570 18.6343 9.4436 4.490 -3.964 1.478
C 21.7316 18.7261 8.6540 0.717 0.995 -2.604
C 21.7666 18.3502 7.2711 0.036 0.833 -0.443
C 22.7920 18.7604 6.4159 1.342 0.400 1.151
C 23.9784 19.4549 6.9192 -2.768 -1.116 0.455
I 25.3928 19.9087 5.5122 0.518 0.235 -0.018
C 23.9973 19.7932 8.2921 -0.227 -0.791 -1.361
C 22.8617 19.4497 9.0628 -0.389 0.476 1.938
C 20.5192 17.3722 10.3272 3.887 3.493 -5.154
N 19.5466 16.7921 10.8749 -6.598 3.274 0.150
C 19.9260 15.6066 11.2849 -6.150 -4.082 4.021
C 19.0039 14.5683 11.8028 -2.575 2.915 -0.736
C 19.6524 13.3105 12.0873 -1.561 -0.176 1.760
C 19.9643 12.5608 11.0225 1.567 -0.696 -3.103
C 20.4260 11.2340 11.1115 -0.784 2.975 -0.910
C 20.6415 10.7612 12.3395 -0.318 -0.862 1.798
I 21.2311 8.8334 12.5967 0.485 -1.096 0.078
C 20.2942 11.4774 13.4726 -1.146 2.120 0.591
C 19.7041 12.7766 13.3711 1.699 -2.402 -0.710
C 17.5364 14.6998 11.8353 3.124 -1.549 0.661
C 16.5485 13.4813 11.9641 0.012 7.728 -0.211
C 15.3487 14.1066 12.0016 0.848 1.858 0.253
C 15.5098 15.7104 11.8939 0.733 -2.893 -0.302
N 16.8660 15.9785 11.8638 -1.678 -1.375 -1.127
C 14.4062 16.5654 11.6021 0.138 -1.338 1.857
C 14.5515 17.9472 11.2062 -4.219 -3.251 2.085
C 13.4573 18.8918 11.3988 2.317 -0.134 -1.476
C 13.9342 20.0590 10.8458 3.556 -3.239 0.104
C 15.4240 19.7566 10.4108 -3.307 0.221 0.757
N 15.6303 18.2977 10.6816 4.842 5.810 -1.937
C 13.0864 16.0161 11.8337 -2.029 -0.838 -1.054
C 12.6309 15.2728 12.9828 0.427 0.550 -1.717
C 11.4753 14.5585 12.9093 -2.774 0.129 -0.155
C 10.4826 14.7280 11.7595 3.127 0.352 1.209
I 8.8402 13.6338 11.5088 -1.014 -0.683 0.352
C 10.8658 15.5387 10.6816 1.432 0.273 0.039
C 12.1528 16.0609 10.7037 2.273 0.393 0.807
C 21.2072 15.4821 11.1897 6.142 0.683 -3.115
C 21.7194 16.4681 10.3096 -3.297 -0.344 3.459
N 18.4351 19.4678 10.1896 -3.694 0.316 -0.326
H 16.2336 25.3395 10.4793 -0.016 -1.028 -0.658
H 16.7900 22.9656 11.4021 -1.210 1.095 -2.545
H 14.7038 21.2782 8.0958 -0.828 -1.871 -1.583
H 14.0562 23.7553 7.1129 0.827 -1.167 0.645
H 18.2602 22.3666 8.3598 0.230 -0.936 1.503
H 20.3530 21.0029 7.9082 0.196 -0.166 0.797
H 20.9512 17.9136 6.6862 -0.162 -0.190 0.900
H 22.6764 18.5258 5.3487 0.329 0.178 0.553
H 24.9009 20.2811 8.6838 -0.771 -0.105 0.131
H 22.7760 19.8202 10.1186 0.544 -0.268 -0.967
H 19.9794 13.1189 10.0528 -0.318 -1.071 0.581
H 20.5528 10.7093 10.2200 0.531 -0.914 -1.062
H 20.3900 11.0178 14.4398 0.123 -0.013 0.224
H 19.4350 13.3391 14.2251 -0.337 0.351 0.778
H 16.8122 12.5121 12.0455 0.858 -2.963 0.109
H 14.4079 13.6145 12.1451 -0.351 0.085 -0.183
H 12.5925 18.4563 11.8592 -0.596 0.902 0.071
H 13.5432 21.0152 10.7872 -0.837 1.556 -0.126
H 13.2292 15.3071 13.8636 0.295 -0.326 0.608
H 11.1679 13.9845 13.8295 0.127 0.536 -1.345
H 10.3206 15.6948 9.7490 -0.269 -0.415 0.513
H 12.7543 16.3738 9.8267 -1.441 0.251 0.033
H 21.8096 14.7476 11.5552 1.205 -2.186 0.897
H 22.7448 16.5170 10.0836 0.795 0.727 -0.718
Br 20.9113 13.4633 6.3083 -0.207 -0.212 -0.165
C 20.6351 11.6592 6.8276 1.698 -0.379 0.678
C 21.7276 10.7581 6.6694 -1.587 0.629 -0.171
C 21.6649 9.4751 7.1732 -0.078 0.964 -0.409
C 20.5891 9.1067 7.9362 -2.599 -0.768 0.867
C 19.4796 9.9771 8.1740 1.590 0.051 -1.086
C 19.5614 11.2717 7.5989 -1.493 -0.887 0.712
I 17.7901 12.4377 7.8663 0.596 -0.094 -0.136
H 22.5461 11.0137 6.0388 0.493 0.455 -0.248
H 22.4438 8.8176 6.8580 0.326 -0.604 0.288
H 20.4446 8.0624 8.2625 0.402 0.637 -0.017
H 18.5818 9.6483 8.7235 0.709 0.210 -0.362
```
Positions in Å, forces in eV/Å.

Its total charge is +2. The value obtained for the LUMO energy (spin up / spin down) is -6.358 / -8.967 eV. Its spin multiplicity is 6. For the HOMO energy (spin up / spin down), the calculation gives -11.36 / -12.28 eV. The strongest force on any atom comes out at 8.4 eV Å⁻¹.